The following is a DFT calculation (ωB97M-V/def2-TZVPD) of one molecule with the formula C27H38N4O4.

The geometry in ORCA input format:
```
! wB97M-V def2-TZVPD RIJCOSX def2/J DEFGRID3
* xyz 0 1
C -0.564 -0.380 -0.668
N -1.784 -0.531 0.089
C -1.924 -0.170 1.377
O -2.910 -0.430 2.044
C -0.782 0.613 2.041
N -0.260 1.729 1.273
C 1.094 1.746 1.043
O 1.822 0.868 1.481
N 1.599 2.773 0.285
C 3.041 2.769 0.064
C 3.437 1.843 -1.087
C 4.950 1.633 -1.154
C 5.515 0.786 -0.007
C 5.108 -0.676 -0.135
O 5.771 -1.485 -0.754
N 3.963 -1.000 0.499
C 3.434 -2.344 0.473
C 2.551 -2.622 -0.756
C 1.599 -3.710 -0.274
C 1.255 -3.278 1.153
C 2.543 -2.638 1.694
C 0.849 3.781 -0.311
O 1.373 4.610 -1.021
C -0.575 3.747 0.014
C -1.405 4.755 -0.480
C -2.747 4.765 -0.172
C -3.265 3.767 0.645
C -2.461 2.761 1.141
C -1.101 2.731 0.822
C -2.913 -1.142 -0.622
C -3.239 -2.533 -0.075
C -4.351 -3.168 -0.904
C -5.593 -2.283 -0.897
C -5.262 -0.893 -1.429
C -4.158 -0.254 -0.592
H 0.305 -0.386 -0.017
H -0.571 0.543 -1.258
H -0.469 -1.223 -1.354
H -1.169 0.966 3.002
H 0.057 -0.059 2.245
H 3.509 2.451 0.997
H 3.331 3.796 -0.163
H 2.940 0.878 -0.970
H 3.092 2.287 -2.023
H 5.196 1.137 -2.095
H 5.442 2.608 -1.152
H 5.201 1.177 0.961
H 6.604 0.820 -0.059
H 3.391 -0.288 0.934
H 4.298 -3.015 0.446
H 1.999 -1.717 -1.017
H 3.145 -2.921 -1.617
H 0.716 -3.809 -0.904
H 2.118 -4.669 -0.258
H 0.928 -4.117 1.765
H 0.445 -2.548 1.133
H 2.328 -1.714 2.230
H 3.052 -3.309 2.384
H -0.956 5.515 -1.099
H -3.389 5.542 -0.555
H -4.314 3.772 0.901
H -2.897 2.009 1.775
H -2.598 -1.241 -1.666
H -3.559 -2.437 0.963
H -2.342 -3.157 -0.101
H -4.591 -4.153 -0.499
H -4.007 -3.305 -1.933
H -6.377 -2.738 -1.506
H -5.966 -2.197 0.125
H -4.938 -0.968 -2.470
H -6.152 -0.261 -1.402
H -3.910 0.739 -0.978
H -4.499 -0.147 0.437
*
```

Calculated values
Energy above the lowest of the compared OMol25 structures with the same formula, charge and spin in kcal/mol: 0.00

The following is a DFT calculation (ωB97M-V/def2-TZVPD) of C9H23CaINO3 as an isolated structure.

The geometry in ORCA input format:
```
! wB97M-V def2-TZVPD RIJCOSX def2/J DEFGRID3
* xyz 1 1
Ca -3.850 -3.407 3.185
I -1.281 -2.094 2.450
C -1.061 -0.184 -3.899
O -1.155 -0.245 -2.476
C -2.484 -0.110 -1.959
C -2.354 0.327 -0.478
N -1.707 1.690 -0.381
C -1.477 2.003 1.022
C -0.664 3.272 1.191
O 0.704 3.174 0.734
C 1.539 2.190 1.331
H -1.271 0.832 -4.231
H -1.719 -0.933 -4.341
H -0.067 -0.473 -4.240
H -3.039 -1.045 -2.032
H -3.033 0.652 -2.512
H -1.750 -0.384 0.087
H -3.299 0.349 0.066
H -0.866 1.655 -0.939
H -1.043 1.159 1.558
H -2.441 2.172 1.502
H -0.699 3.531 2.249
H -1.028 4.137 0.636
H 2.515 2.216 0.847
H 1.138 1.177 1.331
H 1.730 2.396 2.385
C 3.130 -3.093 0.777
C 2.709 -1.658 0.803
C 1.658 -1.308 -0.247
O 2.194 -1.218 2.081
H 3.960 -3.365 1.430
H 3.548 -3.370 -0.191
H 2.373 -3.816 1.078
H 3.594 -1.031 0.695
H 1.552 -0.242 -0.450
H 0.726 -1.771 0.074
H 1.966 -1.772 -1.184
H 1.254 -1.412 2.049
*
```

Calculated values
Energy above the lowest of the compared OMol25 structures with the same formula, charge and spin in kcal/mol: 62.24

The following is a DFT calculation (ωB97M-V/def2-TZVPD) of C13H11GaN7SSe as an isolated structure.

The geometry in ORCA input format:
```
! wB97M-V def2-TZVPD RIJCOSX def2/J DEFGRID3
* xyz 3 1
Ga -0.810 -1.213 0.004
Se 4.256 4.353 -0.006
N 4.392 2.611 -0.006
C 3.184 2.100 -0.008
C 2.885 0.692 -0.009
C 3.860 -0.321 -0.007
C 3.474 -1.647 -0.007
C 2.122 -1.962 -0.010
N 1.194 -1.001 -0.011
C 1.541 0.304 -0.010
C 0.468 1.272 -0.010
N -0.810 0.818 -0.009
C -1.833 1.680 -0.011
C -1.628 3.051 -0.011
C -0.338 3.543 -0.009
C 0.742 2.646 -0.010
C 2.119 3.067 -0.009
N 2.509 4.320 -0.008
H 4.905 -0.038 -0.004
H 4.204 -2.444 -0.005
H 1.781 -2.990 -0.012
H -2.835 1.273 -0.015
H -2.480 3.716 -0.012
H -0.127 4.605 -0.008
N -2.919 -1.066 0.037
N -3.583 -2.301 0.081
C -2.921 -3.460 0.027
N -3.548 -4.604 -0.020
S -1.191 -3.470 0.031
H -3.186 -0.515 0.854
H -3.226 -0.553 -0.790
H -4.598 -2.297 0.052
H -4.559 -4.690 0.007
H -3.043 -5.480 -0.078
*
```

The following is a DFT calculation (ωB97M-V/def2-TZVPD) of C22H36AlBBrCaCl5F4NO9 as an isolated structure.

The geometry in ORCA input format:
```
! wB97M-V def2-TZVPD RIJCOSX def2/J DEFGRID3
* xyz 1 1
C -3.824 3.922 0.678
C -3.230 4.084 -0.721
C -3.103 2.811 -1.552
Cl -2.071 3.193 -2.983
C -2.583 1.629 -0.830
C -1.568 1.429 0.095
C -0.596 2.490 0.512
C 0.307 2.228 1.699
N 1.096 1.002 1.596
C -1.727 0.094 0.592
O -1.330 -0.487 1.572
O -2.924 -0.518 -0.060
C -3.112 0.322 -1.200
O -3.349 -0.049 -2.297
H -3.039 4.014 1.418
H -4.362 2.990 0.796
H -4.503 4.738 0.900
H -2.203 4.514 -0.636
H -3.934 4.740 -1.291
H -4.122 2.561 -1.830
H 0.045 2.613 -0.366
H -1.100 3.431 0.652
H -0.231 2.286 2.641
H 1.010 3.067 1.724
H 1.641 0.974 2.452
H 1.805 1.188 0.875
C -2.154 -1.590 -4.270
C -2.226 -2.960 -4.900
C -0.908 -3.704 -4.951
O -1.060 -4.516 -6.117
C -1.939 -3.891 -6.944
O -2.136 -4.190 -8.070
O -2.557 -2.867 -6.293
H -3.144 -1.165 -4.186
H -1.707 -1.638 -3.278
H -1.569 -0.915 -4.897
H -2.996 -3.562 -4.409
H -0.737 -4.324 -4.074
H -0.051 -3.041 -5.095
Al -3.745 0.013 1.691
C -4.191 1.404 5.804
Cl -3.086 0.061 5.493
Cl -4.689 2.191 4.294
H -5.075 1.026 6.303
H -3.689 2.135 6.425
C 2.314 -3.674 2.686
C 1.733 -3.832 1.292
C 1.981 -2.433 0.768
O 3.161 -1.955 1.466
C 3.478 -2.746 2.484
H 2.593 -4.614 3.156
H 1.586 -3.182 3.313
H 2.302 -4.572 0.725
H 0.686 -4.115 1.258
H 1.161 -1.753 1.018
H 2.149 -2.390 -0.307
H 4.530 -3.428 2.236
H 3.753 -2.076 3.428
Br 5.724 -3.527 0.848
O 2.211 1.865 -0.792
C 3.166 2.604 -0.891
O 3.662 3.138 0.222
C 4.867 3.923 0.264
C 4.619 5.361 -0.138
C 3.736 2.973 -2.235
H 5.650 3.450 -0.330
H 5.197 3.885 1.299
H 4.258 5.440 -1.163
H 5.536 5.942 -0.053
H 3.859 5.805 0.505
H 3.097 3.728 -2.691
H 3.738 2.084 -2.860
H 4.756 3.343 -2.200
B 0.146 -7.152 3.029
F 1.372 -7.620 2.737
F 0.136 -6.147 3.945
F -0.294 -6.438 1.650
F -0.790 -8.098 3.241
Cl -1.573 -5.371 1.872
Cl 2.797 -2.325 5.059
Ca -2.627 6.171 -1.805
*
```

The following is a DFT calculation (ωB97M-V/def2-TZVPD) of a 2-piece molecular cluster, C34H49BBrClF2N3O3S overall.

The geometry in ORCA input format:
```
! wB97M-V def2-TZVPD RIJCOSX def2/J DEFGRID3
* xyz 1 1
C 0.608 -4.359 1.678
C 1.188 -3.172 1.858
C 2.318 -2.015 1.722
N 2.041 -0.878 0.868
C 0.943 -0.957 -0.106
C -0.508 -0.451 0.305
C -1.779 -1.412 0.148
C -2.167 -2.595 1.151
C -3.411 -3.535 1.007
C -4.426 -3.380 -0.183
C -4.133 -2.179 -1.179
C -2.861 -1.217 -1.023
C -2.814 -0.022 -2.112
C 1.588 -0.405 -1.520
F 2.739 -1.343 -1.607
C 0.670 -0.989 -2.685
C 1.045 -2.524 -3.159
C -0.354 -3.070 -3.837
Br 2.399 -2.633 -4.595
N 2.019 1.018 -1.498
C 0.881 2.035 -1.495
C -0.188 2.087 -2.479
B 2.699 1.450 -2.838
O 3.076 0.530 -3.902
N 2.840 2.915 -3.252
C 4.276 3.227 -3.658
C 2.134 3.129 -4.601
C 3.015 1.266 -0.355
C 3.328 2.818 -0.054
Cl 4.654 0.951 -1.262
C 2.836 0.365 1.004
C 2.160 1.170 2.255
C 0.901 2.122 1.997
C 3.075 2.040 3.248
C 3.042 1.518 4.811
C 1.575 1.585 5.480
S 4.601 -0.132 1.531
O 5.214 -1.259 0.750
O 4.694 -0.584 2.994
F 5.753 1.112 1.517
H -0.245 -5.141 1.709
H 3.300 -2.620 1.530
H 2.428 -1.690 2.842
H 0.745 -2.058 -0.467
H -0.454 -0.223 1.453
H -0.875 0.550 -0.149
H -1.505 -2.747 2.071
H -3.597 -4.365 1.789
H -5.335 -4.071 -0.343
H -4.892 -2.014 -2.041
H -2.520 0.932 -1.546
H -3.901 0.159 -2.497
H -2.181 -0.251 -3.043
H -0.417 -1.124 -2.314
H 0.598 -0.402 -3.665
H 1.210 -3.230 -2.260
H -0.606 -2.426 -4.771
H -0.143 -4.166 -4.122
H -1.232 -3.058 -3.074
H 0.700 2.825 -0.691
H -1.222 2.558 -2.220
H -0.135 1.610 -3.520
H 4.053 0.411 -3.953
H 4.715 2.475 -4.407
H 4.998 3.309 -2.771
H 4.300 4.262 -4.196
H 2.904 3.184 -5.475
H 1.422 2.270 -4.872
H 1.566 4.143 -4.501
H 3.885 3.375 -0.905
H 2.465 3.489 0.252
H 4.082 2.862 0.838
H 1.727 0.335 2.954
H 0.191 1.913 1.147
H 1.149 3.261 1.901
H 0.253 2.084 2.971
H 2.677 3.135 3.387
H 4.172 2.196 3.006
H 3.709 2.283 5.387
H 3.465 0.469 4.954
H 1.130 0.511 5.514
H 1.726 1.890 6.596
H 0.863 2.367 5.036
C -8.741 -0.205 2.107
C -7.770 -0.011 1.129
C -6.597 -0.760 1.152
C -6.399 -1.712 2.149
C -7.372 -1.909 3.126
C -8.541 -1.153 3.108
H -9.654 0.382 2.091
H -7.928 0.726 0.347
H -5.837 -0.604 0.393
H -5.487 -2.299 2.165
H -7.218 -2.652 3.902
H -9.296 -1.303 3.872
*
```

The following is a DFT calculation (ωB97M-V/def2-TZVPD) of C33H34BaCl6GeO3S as an isolated structure.

The geometry in ORCA input format:
```
! wB97M-V def2-TZVPD RIJCOSX def2/J DEFGRID3
* xyz -2 1
Ba 0.868 1.301 -1.204
Cl 1.687 0.700 2.683
C 3.154 1.124 1.883
C 3.276 1.287 0.557
C 4.375 1.827 -0.135
Cl 4.276 1.932 -1.837
C 5.494 2.130 0.622
Cl 6.819 2.856 -0.135
C 5.514 1.811 2.009
Cl 7.011 2.026 2.850
C 4.366 1.350 2.659
Cl 4.475 1.021 4.291
C 1.394 -2.022 -3.859
Ge 0.577 -0.294 -4.428
C -1.299 -0.279 -3.805
C 0.498 -0.400 -6.474
C 1.505 1.348 -4.059
H 0.904 -2.789 -4.506
H 1.350 -2.258 -2.841
H 2.433 -1.918 -4.134
H -1.949 -0.146 -4.663
H -1.619 0.478 -3.069
H -1.536 -1.270 -3.395
H -0.377 -0.968 -6.831
H 1.401 -0.905 -6.848
H 0.498 0.620 -6.835
H 1.210 2.307 -4.380
H 2.540 1.498 -3.822
Cl -1.753 5.379 1.210
C -0.079 5.337 1.760
C 0.212 5.433 3.100
C 1.563 5.403 3.558
C 2.653 5.287 2.660
C 2.391 5.082 1.307
C 1.028 5.044 0.799
C 0.735 4.845 -0.536
H -0.620 5.372 3.786
H 1.733 5.290 4.634
H 3.669 5.387 3.026
H 3.174 4.766 0.591
H 1.504 4.615 -1.293
H -0.230 4.905 -1.054
O -0.158 -0.660 0.160
S -1.078 -1.910 -0.193
C 0.019 -3.323 0.353
C 0.407 -3.469 1.774
C 1.599 -2.990 2.324
C 1.864 -3.237 3.662
C 0.905 -3.878 4.415
C -0.194 -4.538 3.811
C -0.429 -4.338 2.491
C -2.571 -1.640 0.833
C -3.629 -2.778 0.781
C -3.720 -3.762 1.701
C -4.531 -4.919 1.493
C -5.299 -5.033 0.326
C -5.190 -4.029 -0.606
C -4.393 -2.890 -0.384
H 0.866 -3.056 -0.246
H -0.499 -4.206 0.003
H 2.279 -2.328 1.795
H 2.832 -2.937 4.070
H 0.963 -3.968 5.506
H -0.903 -5.131 4.455
H -1.262 -4.805 1.967
H -3.071 -0.710 0.403
H -2.304 -1.433 1.864
H -3.172 -3.573 2.660
H -4.556 -5.737 2.254
H -5.994 -5.831 0.391
H -5.832 -3.952 -1.468
H -4.394 -2.169 -1.205
C -4.103 2.574 -1.053
O -2.732 2.104 -1.009
C -1.966 3.130 -1.469
O -1.141 2.954 -2.346
H -4.498 2.305 -2.046
H -4.210 3.650 -0.944
H -4.731 2.002 -0.367
*
```

Calculated values
Energy above the lowest of the compared OMol25 structures with the same formula, charge and spin in kcal/mol: 31.16

Number 1: frontier orbital gap 9.18 eV, LUMO 0.0545 eV. Number 2: frontier orbital gap 4.07 eV, LUMO -6.5931 eV. Number 3: frontier orbital gap 6.44 eV, LUMO -11.0590 eV. Number 4: frontier orbital gap 2.62 eV, LUMO -5.5804 eV. Number 5: frontier orbital gap 6.93 eV, LUMO -3.8408 eV. Number 6: frontier orbital gap 2.76 eV, LUMO 3.1929 eV.